{"formula": "C18H31N3O4", "method": "ωB97M-V/def2-TZVPD", "symbols": ["C", "C", "C", "O", "C", "O", "N", "N", "C", "O", "O", "C", "C", "C", "H", "H", "H", "H", "H", "H", "H", "H", "H", "H", "H", "H", "H", "H", "C", "C", "N", "C", "C", "C", "C", "C", "C", "C", "C", "H", "H", "H", "H", "H", "H", "H", "H", "H", "H", "H", "H", "H", "H", "H", "H", "H"], "xyz": [[-3.900, 3.843, -0.553], [-3.056, 2.617, -0.229], [-3.431, 1.986, 1.084], [-1.574, 3.026, -0.161], [-0.773, 1.967, -0.258], [-1.164, 0.864, -0.609], [0.596, 2.216, 0.244], [1.547, 2.079, -0.581], [2.638, 3.044, -0.518], [2.734, 3.977, 0.252], [3.514, 2.743, -1.493], [4.832, 3.454, -1.418], [5.568, 3.204, -2.726], [5.643, 3.004, -0.239], [-4.958, 3.534, -0.598], [-3.803, 4.623, 0.212], [-3.648, 4.281, -1.526], [-3.160, 1.896, -1.048], [-4.486, 1.676, 1.084], [-2.807, 1.102, 1.279], [-3.273, 2.718, 1.892], [4.594, 4.520, -1.323], [6.548, 3.693, -2.719], [5.744, 2.130, -2.877], [5.031, 3.595, -3.597], [6.632, 3.466, -0.283], [5.179, 3.304, 0.703], [5.778, 1.915, -0.252], [-0.058, -1.626, 1.376], [-0.888, -2.650, 0.955], [-1.337, -2.760, -0.316], [-2.240, -3.810, -0.736], [-2.552, -3.524, -2.215], [-1.597, -2.403, -2.660], [-0.846, -1.947, -1.399], [-1.317, -3.773, 1.872], [-0.786, -3.692, 3.313], [0.592, -3.032, 3.419], [0.642, -1.663, 2.694], [0.112, -0.747, 0.757], [-1.752, -4.790, -0.645], [-3.161, -3.828, -0.140], [-2.415, -4.422, -2.823], [-3.600, -3.215, -2.314], [-0.879, -2.767, -3.397], [-2.136, -1.566, -3.108], [-1.039, -0.879, -1.214], [0.247, -2.062, -1.529], [-0.973, -4.737, 1.444], [-2.417, -3.852, 1.903], [-0.753, -4.707, 3.726], [-1.490, -3.120, 3.934], [0.896, -2.941, 4.469], [1.325, -3.696, 2.952], [0.190, -0.918, 3.366], [1.691, -1.350, 2.571]], "mulliken_charge": [-1.45, 0.78, -1.22, -0.40, 0.55, -0.65, -0.11, 0.15, 0.46, -0.51, -0.39, 0.64, -1.42, -1.36, 0.39, 0.34, 0.37, 0.24, 0.37, 0.26, 0.33, 0.29, 0.41, 0.35, 0.34, 0.39, 0.36, 0.34, -0.61, 0.99, 0.22, -0.69, -0.55, -0.64, 0.03, -0.47, -0.88, -0.85, -0.67, -0.06, 0.29, 0.32, 0.30, 0.24, 0.30, 0.28, -0.26, 0.34, 0.31, 0.24, 0.37, 0.31, 0.35, 0.32, 0.28, 0.35], "e_above_lowest_kj_mol": 114.0, "gap_ev": 5.183, "smiles": "CC(C)OC(=O)/N=N/C(=O)OC(C)C.C1=C(N2CCCC2)CCCC1", "charge": 0, "fmax_ev_per_a": 3.70, "e_homo_ev": -6.531}